{
  "formula": "C3H6N4S",
  "method": "the ωB97M-V functional and the def2-TZVPD basis",
  "homo_energy_ev": [-5.95, -9.82],
  "homo_lumo_gap_ev": [6.64, 7.43],
  "spin_multiplicity": 3,
  "charge": 0,
  "elements": ["S", "N", "N", "N", "N", "C", "C", "C", "H", "H", "H", "H", "H", "H"],
  "xyz": [[1.7980, 1.5438, -1.3258], [2.9806, 0.3373, 0.6526], [0.8530, -0.1191, 0.4655], [2.6414, -0.3843, 1.7331], [2.0010, 0.5712, -0.1082], [-1.6376, 0.1175, -1.3493], [-2.5035, -0.0525, -0.3746], [1.3768, -0.6690, 1.5859], [-0.9988, 1.0293, -1.4419], [-2.9208, 0.6453, 0.2662], [-0.0498, 0.0185, -0.0623], [-2.8669, -1.0056, -0.3350], [0.6708, -1.3000, 2.2689], [-1.3441, -0.7323, -1.9751]]
}

***

{
  "formula": "C5H8N3O3P",
  "method": "the ωB97M-V functional and the def2-TZVPD basis",
  "smiles": "[H]/N=C1\\OC(=O)CN1CCNP=O",
  "homo_energy_ev": -9.45,
  "homo_lumo_gap_ev": 9.78,
  "charge": 0,
  "elements": ["P", "O", "O", "O", "N", "N", "N", "C", "C", "C", "C", "C", "H", "H", "H", "H", "H", "H", "H", "H"],
  "xyz": [[2.6159, 1.4645, 0.5821], [2.8410, 1.5301, -0.8460], [-3.9371, -0.2936, 0.8365], [-2.3210, 1.2569, 0.4795], [-0.2393, 2.2251, -0.0945], [-0.6269, -0.0864, -0.2442], [2.1633, -0.1084, 0.9488], [-2.8137, -0.0335, 0.5169], [1.7380, -1.1013, 0.0178], [-0.9957, 1.2164, 0.0104], [0.5889, -0.5906, -0.8465], [-1.7576, -0.9575, 0.1413], [1.4287, -0.1945, 1.7406], [1.5880, -2.0185, 0.3940], [2.5429, -1.2121, -0.7885], [1.0452, 0.2906, -1.4191], [-1.8994, -1.7180, -0.7212], [-1.4538, -1.6298, 0.9635], [-0.7117, 3.1576, 0.0103], [0.2040, -1.1970, -1.6818]]
}

***

{
  "formula": "C5H20N2O5",
  "method": "the ωB97M-V functional and the def2-TZVPD basis",
  "homo_energy_ev": [0.75, -6.24],
  "homo_lumo_gap_ev": [2.41, 9.30],
  "spin_multiplicity": 2,
  "charge": -1,
  "elements": ["O", "O", "O", "O", "O", "N", "N", "C", "C", "C", "C", "C", "H", "H", "H", "H", "H", "H", "H", "H", "H", "H", "H", "H", "H", "H", "H", "H", "H", "H", "H", "H"],
  "xyz": [[1.5819, 1.2777, 2.4239], [1.2822, -0.5304, 0.4075], [-0.8329, 2.8612, 1.8178], [-3.2620, -0.9322, 0.1778], [-1.3213, 0.2828, 2.7958], [-1.0401, 0.7646, -1.0598], [0.8193, -1.7370, -1.4202], [1.3930, -2.8753, -0.8034], [-0.2063, -1.9375, -2.4662], [1.2155, 1.9941, -1.0510], [0.9062, -0.5489, -0.7808], [0.4378, 0.7119, -1.4127], [0.1398, -1.7852, -3.4948], [0.4099, 0.8286, -2.5650], [-0.6844, -2.8840, -2.4344], [-1.0890, 1.4016, -0.2445], [-0.0138, 3.1616, 2.2259], [-0.4543, 0.5432, 2.4571], [1.0923, -3.1030, 0.2701], [0.5410, 2.8519, -1.0666], [2.5012, -2.6662, -0.7426], [-1.4078, 2.5380, 2.5270], [-1.4864, 1.1593, -1.8790], [1.2724, -3.7977, -1.3749], [-0.8553, -1.0489, -2.4664], [-3.5543, -1.8472, 0.3110], [-2.4252, -1.1355, -0.2692], [1.5803, 2.0355, 0.0471], [2.1458, 2.1674, -1.6331], [-1.5693, -0.4459, 2.2098], [1.8807, 0.5108, 2.9507], [1.6936, 0.8566, 1.5492]]
}

***

{
  "formula": "C2H10N2P",
  "method": "the ωB97M-V functional and the def2-TZVPD basis",
  "homo_energy_ev": -13.76,
  "homo_lumo_gap_ev": 8.94,
  "charge": 1,
  "elements": ["P", "N", "N", "C", "C", "H", "H", "H", "H", "H", "H", "H", "H", "H", "H"],
  "xyz": [[0.0633, -0.2301, 0.0576], [2.7505, -0.5599, -0.1337], [-2.4736, -1.1931, -0.0348], [-0.4864, 1.5705, -0.0303], [1.7762, 0.1947, 0.2443], [2.5385, -1.3384, -0.7250], [0.1304, -0.7011, -1.2330], [0.3756, 2.0449, 0.3868], [-2.3160, -0.4117, 0.5962], [-3.3360, -0.9309, -0.4631], [-2.6047, -1.9889, 0.5910], [-1.5184, 1.5187, 0.4447], [2.1655, 0.9144, 1.0050], [3.6223, -0.6098, 0.3501], [-0.6872, 1.7207, -1.0556]]
}

***

{
  "formula": "C5H11NO",
  "method": "the ωB97M-V functional and the def2-TZVPD basis",
  "homo_energy_ev": -7.22,
  "homo_lumo_gap_ev": 4.87,
  "charge": 0,
  "elements": ["O", "N", "C", "C", "C", "C", "C", "H", "H", "H", "H", "H", "H", "H", "H", "H", "H", "H"],
  "xyz": [[-1.3329, 0.9797, -1.9821], [1.3160, -0.5002, 1.1435], [0.3574, 1.7004, 1.2367], [1.9132, -1.5127, 0.3259], [0.5571, 0.4164, 0.4297], [-0.8579, -0.1241, -0.0077], [-1.6131, 0.8846, -0.8512], [-2.9229, -0.7896, -2.4819], [-1.3594, -0.4441, 0.9147], [1.1997, -2.0515, -0.3635], [2.6665, -1.1576, -0.4064], [2.3489, -2.2954, 0.9482], [-0.1833, 1.5063, 2.1718], [-3.5462, -0.8744, -2.0594], [1.0671, 0.6893, -0.5154], [-0.7008, -1.0026, -0.6413], [-0.2332, 2.4271, 0.6551], [1.3238, 2.1484, 1.4833]]
}

***

{
  "formula": "C5H6Cl2O2",
  "method": "the ωB97M-V functional and the def2-TZVPD basis",
  "homo_energy_ev": [-7.11, -10.00],
  "homo_lumo_gap_ev": [7.88, 8.15],
  "spin_multiplicity": 3,
  "charge": 0,
  "elements": ["Cl", "Cl", "O", "O", "C", "C", "C", "C", "C", "H", "H", "H", "H", "H", "H"],
  "xyz": [[-2.9134, -1.3242, 0.7670], [-2.1751, 1.1861, -0.5179], [-0.9334, -1.1959, -0.8744], [0.1206, 2.2594, 0.4988], [0.7591, 0.0892, 1.0753], [0.2309, 1.3632, 1.3123], [-1.7743, -0.3741, -0.1575], [1.3294, -0.4010, -0.2741], [0.2910, -0.5331, -1.3758], [1.7885, -1.3996, -0.0726], [-0.0555, 1.5946, 2.3892], [-0.0686, 0.3044, -1.8243], [2.0260, 0.2880, -0.6932], [0.6841, -0.6923, 1.7849], [0.6906, -1.1647, -2.0377]]
}